A 2-piece molecular cluster, C5H14N2O2 overall, computed with wB97M-V/def2-TZVPD.

```
23
Properties=species:S:1:pos:R:3:forces:R:3
C 0.6595 -1.7489 0.3360 -0.7 1.6 -1.2
O 1.9563 -2.0551 -0.1726 0.9 -1.3 1.6
C 0.1870 -0.5544 -0.5856 1.2 -0.4 0.6
C -1.2139 0.0118 -0.3440 -2.2 -1.5 -0.7
C -1.4219 1.4836 -0.6529 -0.1 1.2 2.8
C 0.4456 2.9063 -0.3980 -0.1 0.3 -1.3
N -0.5681 2.4137 0.1615 0.0 -0.5 0.9
N 0.2154 -1.1530 -1.9017 -0.9 1.0 -0.7
H 0.6633 -1.4234 1.3766 0.0 -0.5 0.1
H -0.0362 -2.5617 0.0569 0.1 0.0 0.8
H 2.3809 -2.7194 0.4431 -0.7 1.2 -1.1
H 1.0066 0.2516 -0.4974 -1.3 -1.1 -0.1
H -1.6079 -0.2781 0.6711 0.3 0.5 -0.8
H -1.9513 -0.4871 -1.1827 1.8 0.8 2.3
H -1.0854 1.7300 -1.5993 -0.2 -0.1 -2.6
H -2.4972 1.7751 -0.4465 1.3 -0.3 -0.5
H 0.6608 2.7534 -1.4781 -0.1 -0.3 0.2
H 1.1606 3.6220 0.0208 -0.4 -0.3 0.7
H 0.9230 -0.7134 -2.4225 1.0 0.0 -1.0
H 0.3407 -2.1410 -1.8718 0.4 -0.4 -0.1
H -0.4296 -1.0292 3.5738 -1.7 -1.6 0.2
H -0.0881 0.3824 3.3833 -0.2 1.1 -0.2
O 0.3002 -0.4653 3.5299 1.9 0.5 0.0
```
Positions in Å, forces in eV/Å.

Results
Kohn-Sham gap: 9.8 eV
Strongest force on any atom: 3.1 eV Å⁻¹
Energy above the lowest of the compared OMol25 structures with the same formula, charge and spin: 316.6 kJ/mol
E_tot: -12485.0464 eV
SMILES: C=NCC[C@H](N)CO.O
HOMO: -8.939 eV